Entry 1:
ORCA calculation (the ωB97M-V functional and the def2-TZVPD basis) on a molecular structure, C3H7NO2.

```
! RIJCOSX wB97M-V def2-TZVPD def2/J DEFGRID3
* xyz 0 1
O -1.63055 0.31969 -0.05625
C -0.60108 -0.53994 0.43556
C 0.29010 -1.24929 -0.57405
O 1.26053 -0.24906 -0.88793
C 0.92184 0.64483 0.11670
N 0.28673 1.76857 -0.23687
H -0.72859 1.46463 -0.51214
H -0.44494 -0.62996 1.51416
H -1.70154 -0.97996 0.32291
H 0.77068 -2.13682 -0.14321
H -0.25676 -1.52407 -1.48128
H 1.59115 0.67346 0.97699
H 0.24243 2.43793 0.52540
*
```

The value obtained for the HOMO energy is -0.3123 hartree. For the HOMO-LUMO gap, the calculation gives 9.0 eV. Its total energy is -323.5558 Ha. Its energy above the lowest of the compared OMol25 structures with the same formula, charge and spin is 591.1 kJ/mol.

Entry 2:
ORCA calculation (the ωB97M-V functional and the def2-TZVPD basis) on a molecular structure, C3H7NO2 in a non-equilibrium geometry.

```
! RIJCOSX wB97M-V def2-TZVPD def2/J DEFGRID3
* xyz 0 1
C 1.65601 0.81509 -0.17618
O -0.00553 -2.60816 -0.74917
C 0.39173 -1.38272 -0.41378
C 1.27323 -0.52124 -0.53438
H -0.91831 -2.58953 -1.05867
H 1.78369 1.46253 -1.04521
H 2.55473 0.83716 0.44222
H 0.77080 1.17047 0.43553
N -1.20287 0.56099 1.07296
O -2.14889 0.88611 0.04916
H -1.80070 1.69360 -0.34929
H -1.77081 0.10237 1.78429
H -0.58307 -0.42666 0.54252
*
```

The value obtained for the HOMO energy is -0.3167 hartree. For the HOMO-LUMO gap, the calculation gives 8.8 eV. Its total energy is -323.5381 Ha. Its energy above the lowest of the compared OMol25 structures with the same formula, charge and spin is 637.5 kJ/mol.

Entry 3:
ORCA calculation (the ωB97M-V functional and the def2-TZVPD basis) on C3H7NO2 in the gas phase in a non-equilibrium geometry.

```
! RIJCOSX wB97M-V def2-TZVPD def2/J DEFGRID3
* xyz 0 1
C 0.92491 -1.28866 -0.57494
C 1.20544 0.15090 -0.11926
N -0.01752 0.74101 0.44382
C -1.32331 0.48214 0.21302
O -1.90167 -0.23845 -0.53262
O -2.00111 1.41369 1.00102
H 1.79357 -1.84620 -0.91907
H 0.32662 -1.14181 -1.47934
H 0.35074 -1.85198 0.15074
H 1.43495 0.77851 -0.98145
H 1.99316 0.23461 0.62564
H 0.11873 1.42958 1.17133
H -2.90450 1.13667 1.00111
*
```

The value obtained for the HOMO energy is -0.3644 hartree. For the HOMO-LUMO gap, the calculation gives 10.7 eV. Its total energy is -323.7651 Ha. Its energy above the lowest of the compared OMol25 structures with the same formula, charge and spin is 41.7 kJ/mol. As for the SMILES: CCNC(=O)O.

Entry 4:
ORCA calculation (the ωB97M-V functional and the def2-TZVPD basis) on C3H7NO2 in the gas phase.

```
! RIJCOSX wB97M-V def2-TZVPD def2/J DEFGRID3
* xyz 0 1
N 0.85918 -1.59569 0.17266
C -0.48762 -1.40808 0.11459
O -1.27876 -2.30363 -0.12841
C -0.93090 0.02118 0.40603
C -0.29270 1.06638 -0.49904
O 1.06623 1.23233 -0.10728
H 1.47299 -0.79492 0.23365
H 1.22324 -2.50405 -0.07278
H -0.68677 0.27419 1.44505
H -2.01671 0.04492 0.29643
H -0.35930 0.74878 -1.54964
H -0.83680 2.01536 -0.39669
H 1.51364 1.76618 -0.77442
*
```

The value obtained for the HOMO energy is -0.3537 hartree. For the HOMO-LUMO gap, the calculation gives 10.3 eV. Its total energy is -323.7626 Ha. Its energy above the lowest of the compared OMol25 structures with the same formula, charge and spin is 48.2 kJ/mol. As for the SMILES: NC(=O)CCO.

Entry 5:
ORCA calculation (the ωB97M-V functional and the def2-TZVPD basis) on C3H7NO2 in the gas phase in a non-equilibrium geometry.

```
! RIJCOSX wB97M-V def2-TZVPD def2/J DEFGRID3
* xyz 0 1
C 1.83540 0.36022 -0.39978
N 0.45029 0.57357 -0.39026
C -0.18547 -0.54555 0.24803
C -1.64949 -0.20568 0.66413
O -2.17613 -0.35876 1.78484
O -2.27305 0.31895 -0.41382
H 2.32015 0.96974 0.35326
H 2.28148 0.68519 -1.38522
H 2.06249 -0.66561 -0.21772
H 0.14169 0.64328 -1.36697
H 0.34252 -0.73657 1.16744
H -0.16794 -1.59149 -0.18063
H -2.98195 0.55272 0.13672
*
```

The value obtained for the HOMO energy is -0.3460 hartree. For the HOMO-LUMO gap, the calculation gives 10.2 eV. Its total energy is -323.7155 Ha. Its energy above the lowest of the compared OMol25 structures with the same formula, charge and spin is 171.8 kJ/mol. As for the SMILES: CNCC(=O)O.

Entry 6:
ORCA calculation (the ωB97M-V functional and the def2-TZVPD basis) on C3H7NO2 in the gas phase.

```
! RIJCOSX wB97M-V def2-TZVPD def2/J DEFGRID3
* xyz 0 1
O 0.45508 -2.20649 1.39816
C -0.58475 -1.93011 0.83489
N -0.75705 -0.89133 -0.02596
C 0.32823 -0.02790 -0.43869
C 0.11681 1.42787 -0.02926
O 1.00137 2.28462 -0.71875
H -1.51310 -2.51485 0.97303
H -1.65810 -0.78307 -0.46585
H 1.23467 -0.42972 0.02310
H 0.45552 -0.06078 -1.52626
H -0.89007 1.75537 -0.30639
H 0.20472 1.52961 1.06229
H 1.90233 2.05341 -0.46278
*
```

The value obtained for the HOMO energy is -0.3637 hartree. For the HOMO-LUMO gap, the calculation gives 10.7 eV. Its total energy is -323.7434 Ha. Its energy above the lowest of the compared OMol25 structures with the same formula, charge and spin is 98.6 kJ/mol. As for the SMILES: O=CNCCO.

Entry 7:
ORCA calculation (the ωB97M-V functional and the def2-TZVPD basis) on 2 unconnected molecules or ions with the total composition C3H7NO2.

```
! RIJCOSX wB97M-V def2-TZVPD def2/J DEFGRID3
* xyz 0 1
C 0.09170 -0.76805 -0.59092
C 0.67706 0.27381 0.00429
C 1.99139 0.88387 -0.38015
N 0.14710 0.87324 1.21159
O -1.03724 0.72326 1.41677
H -0.86483 -1.17185 -0.26779
H 0.56935 -1.23689 -1.44737
H 2.61176 1.02375 0.51013
H 2.52476 0.24898 -1.09146
H 1.84628 1.86941 -0.83698
O -2.95834 -0.95557 0.11066
H -2.47237 -0.21545 0.50932
H -3.12663 -1.54851 0.85190
*
```

The value obtained for the HOMO energy (alpha / beta) is -0.3498 / -0.3498 hartree. For the HOMO-LUMO gap (alpha / beta), the calculation gives 8.6 / 8.6 eV. Its total energy is -323.6359 Ha. Its energy above the lowest of the compared OMol25 structures with the same formula, charge and spin is 380.8 kJ/mol. As for the SMILES: C=C(C)N=O.O.

Entry 8:
ORCA calculation (the ωB97M-V functional and the def2-TZVPD basis) on 2 unconnected molecules or ions with the total composition C3H7NO2 in a non-equilibrium geometry.

```
! RIJCOSX wB97M-V def2-TZVPD def2/J DEFGRID3
* xyz 0 1
C 0.60608 1.42351 0.83023
C 1.44354 0.27714 0.42341
O 1.50167 -0.77286 1.03008
H -0.24503 1.19924 1.48443
H 0.32449 2.12142 0.03358
H 1.49807 1.73183 1.41800
H 2.13273 0.53059 -0.39921
N -1.76643 -1.53412 -0.81040
C -0.81778 -0.58286 -0.70153
O -0.66482 0.35116 -1.46885
H -1.59187 -2.39117 -0.30833
H -2.22982 -1.57512 -1.70180
H -0.19084 -0.77876 0.17041
*
```

The value obtained for the HOMO energy is -0.3596 hartree. For the HOMO-LUMO gap, the calculation gives 10.8 eV. Its total energy is -323.7108 Ha. Its energy above the lowest of the compared OMol25 structures with the same formula, charge and spin is 184.2 kJ/mol. As for the SMILES: CC=O.NC=O.

Entry 9:
ORCA calculation (the ωB97M-V functional and the def2-TZVPD basis) on C3H7NO2 in the gas phase in a non-equilibrium geometry.

```
! RIJCOSX wB97M-V def2-TZVPD def2/J DEFGRID3
* xyz 0 1
C 0.45029 -1.48002 -0.05127
C 0.36379 -0.00943 0.30407
N 1.29317 0.86702 -0.39488
C -1.08961 0.43888 0.35077
O -1.80063 0.12496 1.26084
O -1.59649 1.02765 -0.77666
H -0.00537 -2.08498 0.73698
H -0.09977 -1.70716 -0.96227
H 1.49006 -1.78912 -0.02725
H 0.69439 0.12728 1.33629
H 1.05658 0.99494 -1.37029
H 1.41848 1.75053 0.06145
H -2.17489 1.73945 -0.46778
*
```

The value obtained for the HOMO energy is -0.3463 hartree. For the HOMO-LUMO gap, the calculation gives 10.1 eV. Its total energy is -323.7476 Ha. Its energy above the lowest of the compared OMol25 structures with the same formula, charge and spin is 87.7 kJ/mol. As for the SMILES: C[C@@H](N)C(=O)O.

Entry 10:
ORCA calculation (the ωB97M-V functional and the def2-TZVPD basis) on a molecular structure, C3H7NO2.

```
! RIJCOSX wB97M-V def2-TZVPD def2/J DEFGRID3
* xyz 0 1
N -0.56732 1.53526 -0.36380
C 0.69117 1.29491 -0.48214
O 1.73511 1.70282 -0.90075
C 1.08961 -0.34736 0.43071
C 0.05037 -1.23178 0.72210
O -1.79357 -0.75304 -0.19862
H -1.50732 0.22179 -0.21616
H -0.78810 2.43515 -0.79259
H 1.46519 0.21765 1.28497
H 1.86676 -0.71709 -0.23336
H -0.03524 -2.19809 0.23321
H -0.51837 -1.14548 1.64100
H -1.68828 -1.01473 -1.12457
*
```

The value obtained for the HOMO energy is -0.3476 hartree. For the HOMO-LUMO gap, the calculation gives 9.0 eV. Its total energy is -323.6480 Ha. Its energy above the lowest of the compared OMol25 structures with the same formula, charge and spin is 349.0 kJ/mol.

Entry 11:
ORCA calculation (the ωB97M-V functional and the def2-TZVPD basis) on 2 unconnected molecules or ions with the total composition C3H7NO2 in a non-equilibrium geometry.

```
! RIJCOSX wB97M-V def2-TZVPD def2/J DEFGRID3
* xyz 0 1
C -2.51310 1.72608 -0.60348
C -1.70350 1.07902 -1.42746
N -0.88102 0.01652 -1.03308
H -3.21320 2.45638 -0.98764
H -2.52386 1.69356 0.47712
H -1.57898 1.44321 -2.43954
H -1.33111 -0.57320 -0.34020
H -0.58516 -0.63557 -1.74682
O 2.25745 -1.90845 1.02873
C 2.05739 -0.73490 1.02198
O 0.81889 -0.20178 1.09981
H 2.86219 0.01960 1.03213
H 0.61981 0.42591 0.38232
*
```

The value obtained for the HOMO energy is -0.3265 hartree. For the HOMO-LUMO gap, the calculation gives 9.7 eV. Its total energy is -323.7088 Ha. Its energy above the lowest of the compared OMol25 structures with the same formula, charge and spin is 189.4 kJ/mol. As for the SMILES: C=CN.O=CO.

Entry 12:
ORCA calculation (the ωB97M-V functional and the def2-TZVPD basis) on 2 unconnected molecules or ions with the total composition C3H7NO2.

```
! RIJCOSX wB97M-V def2-TZVPD def2/J DEFGRID3
* xyz 0 1
C -1.97524 0.01945 0.27426
C -1.06764 -0.75989 0.87743
O -0.65732 -1.97496 0.46476
C 1.27702 0.51259 -0.06542
O 0.54191 1.18651 -0.95713
N 2.55968 0.64412 -0.39524
H -2.28067 0.95197 0.73558
H -2.48808 -0.29051 -0.63422
H -0.38449 1.01785 -0.69046
H -0.55355 -0.46879 1.78529
H -1.09625 -2.18786 -0.36981
H 3.24177 0.16702 0.16928
H 2.88287 1.18250 -1.19431
*
```

The value obtained for the HOMO energy is -0.3118 hartree. For the HOMO-LUMO gap, the calculation gives 9.5 eV. Its total energy is -323.6672 Ha. Its energy above the lowest of the compared OMol25 structures with the same formula, charge and spin is 298.8 kJ/mol.